Entry 1:
Molecular formula: C37H43ClN8OP2SSi2Ta
Method: DFT, ωB97M-V/def2-TZVPD

Computed properties:
Multiplicity: 1
HOMO energy: -10.902 eV
Charge: +1
HOMO-LUMO gap: 7.55 eV
Calculated total energy: -4126.2323 a.u.

XYZ file:
```
96
Properties=species:S:1:pos:R:3:forces:R:3
Ta -0.91425 1.00290 -0.40779 0.07 0.58 -0.39
C -3.16631 2.78009 2.36731 0.03 0.06 0.08
Si -1.57990 2.02355 2.98100 -0.07 -0.08 -0.12
C -0.51493 3.39716 3.65645 0.01 0.06 -0.01
C -1.99519 0.85756 4.37252 -0.03 -0.01 0.07
N -0.75506 1.13149 1.66646 0.05 0.23 0.34
P 0.69382 0.35554 1.78681 0.08 -0.19 -0.31
C 0.87099 0.01657 0.12914 -0.06 -0.13 0.08
P 0.57621 -1.33116 -0.85356 -0.12 0.14 0.13
N -0.67489 -0.67091 -1.68721 -0.05 -0.30 -0.08
Si -1.48497 -1.23518 -3.15723 0.06 0.04 0.01
C -2.07345 -2.99554 -2.99890 -0.01 -0.08 -0.03
C -2.99242 -0.18349 -3.49656 -0.07 -0.14 -0.01
C -0.30927 -1.16229 -4.62364 0.05 0.03 -0.04
C 1.97863 -1.78676 -1.88463 0.04 0.02 -0.02
C 3.13348 -1.00839 -1.85514 -0.01 -0.04 0.01
C 4.20895 -1.33077 -2.67243 -0.01 0.00 -0.01
C 4.13024 -2.42867 -3.51719 0.01 0.02 0.00
C 2.98365 -3.21428 -3.54209 -0.02 -0.01 0.00
C 1.91192 -2.89928 -2.72417 0.02 0.02 -0.01
C 0.08805 -2.86716 -0.05530 0.00 -0.04 -0.01
C 1.05085 -3.79058 0.35122 -0.03 -0.01 -0.01
C 0.65964 -4.97718 0.95135 0.01 0.01 0.02
C -0.68926 -5.25067 1.13636 -0.01 0.01 0.03
C -1.64855 -4.32542 0.75062 0.00 0.01 0.01
C -1.26184 -3.12885 0.16741 0.03 -0.04 -0.01
C 2.00398 1.40696 2.42324 0.00 0.02 0.00
C 2.25165 1.51582 3.79110 0.00 0.01 0.00
C 3.23508 2.37596 4.25112 0.01 0.01 -0.01
C 3.97187 3.13212 3.34835 -0.01 -0.01 0.01
C 3.72940 3.02699 1.98578 -0.01 -0.01 0.00
C 2.74898 2.16351 1.52055 0.01 0.01 0.02
C 0.64049 -1.08819 2.85023 0.09 -0.01 0.03
C -0.55807 -1.76448 3.05185 -0.03 0.02 0.00
C -0.57886 -2.91979 3.81665 -0.02 -0.01 -0.01
C 0.59627 -3.40986 4.36766 0.03 0.00 -0.01
C 1.80089 -2.75534 4.14382 -0.02 -0.01 -0.01
C 1.82695 -1.59786 3.38295 -0.05 0.00 0.02
H -3.64808 3.21488 3.24891 -0.03 0.00 -0.04
H -2.95665 3.60004 1.68019 -0.03 -0.01 -0.03
H -3.85770 2.06035 1.92985 0.04 -0.02 0.01
H -1.17519 4.11281 4.15453 0.01 0.00 0.00
H 0.21649 3.05931 4.38997 -0.02 -0.01 -0.03
H 0.01216 3.94096 2.87291 0.05 0.02 0.03
H -2.46912 1.45565 5.15694 0.01 -0.03 0.02
H -2.70829 0.08839 4.07080 0.01 -0.01 0.00
H -1.12541 0.36712 4.81282 -0.01 0.00 -0.01
H -2.86052 -3.10741 -2.25267 0.01 0.00 0.02
H -2.50039 -3.26680 -3.97018 0.00 -0.03 0.02
H -1.28401 -3.71603 -2.77528 -0.03 0.01 0.01
H -3.87722 -0.66500 -3.07523 0.00 0.03 0.01
H -2.95416 0.81646 -3.07998 0.04 0.14 0.02
H -3.14012 -0.09326 -4.57550 -0.01 -0.02 0.01
H -0.34070 -2.11011 -5.16731 -0.02 0.03 -0.01
H -0.60258 -0.37776 -5.32505 0.01 0.02 0.00
H 0.73066 -0.99087 -4.34515 -0.02 -0.04 -0.01
H 3.18335 -0.16132 -1.17994 0.00 0.00 0.00
H 5.10921 -0.73111 -2.64302 0.00 0.00 0.00
H 4.96841 -2.68056 -4.15366 0.00 0.00 0.00
H 2.92964 -4.07514 -4.19526 0.00 0.00 0.00
H 1.02410 -3.52163 -2.73542 0.02 0.00 0.00
H 2.10299 -3.59449 0.18163 0.00 0.00 0.01
H 1.40797 -5.69414 1.26266 -0.01 0.00 0.00
H -0.99167 -6.18668 1.58823 0.00 0.00 -0.01
H -2.69970 -4.53428 0.90276 0.00 0.00 0.00
H -2.00610 -2.39900 -0.12024 -0.02 0.02 -0.03
H 1.67915 0.92738 4.49883 0.01 0.01 0.00
H 3.42713 2.45704 5.31271 0.00 0.00 0.00
H 4.74103 3.80219 3.70945 0.00 0.00 0.00
H 4.30679 3.61554 1.28494 0.00 0.00 0.00
H 2.54510 2.07712 0.46042 0.01 -0.01 0.00
H -1.47186 -1.38036 2.61436 0.00 0.00 0.00
H -1.51423 -3.43842 3.98111 0.00 0.00 0.00
H 0.57518 -4.30849 4.97063 0.00 0.00 0.00
H 2.71818 -3.14202 4.56772 0.00 0.00 0.00
H 2.76564 -1.08320 3.21881 -0.01 -0.03 -0.02
N -3.90861 4.06475 -1.89419 0.01 -0.03 0.05
C -3.56750 3.13502 -1.00266 -0.11 0.13 -0.05
N -2.42832 2.59175 -1.38099 -0.13 -0.15 -0.05
C -2.12828 3.23933 -2.54011 0.03 0.07 -0.03
N -3.00327 4.14501 -2.88988 0.01 -0.03 0.05
C -0.91930 2.86065 -3.26089 -0.14 0.11 -0.04
C -0.46650 3.48431 -4.41182 0.05 0.01 -0.08
N 0.67568 3.12465 -4.98736 0.00 -0.03 0.06
C 1.35608 2.14419 -4.40514 -0.06 0.03 -0.01
C 0.89371 1.50053 -3.26400 0.08 -0.03 -0.04
N -0.24992 1.85664 -2.69919 0.05 -0.09 0.18
H -4.70891 4.67762 -1.88645 0.02 -0.02 0.00
H -4.13683 2.88733 -0.12356 0.01 0.00 -0.03
H -1.03681 4.28594 -4.86408 0.00 0.00 0.00
H 2.29479 1.84994 -4.85741 0.00 0.00 0.00
H 1.44548 0.69312 -2.80438 0.01 0.01 0.00
Cl -3.13078 0.10827 0.04473 0.27 -0.01 -0.01
O -1.28301 4.78126 0.50903 0.00 0.09 -0.01
S 0.01382 4.28847 0.05401 -0.12 -0.16 -0.15
N 0.13424 2.87992 -0.38705 -0.02 -0.17 0.43
```
Forces are in eV/Å.



Entry 2:
Molecular formula: C37H43FeNO2P
Method: DFT, ωB97M-V/def2-TZVPD

Computed properties:
Multiplicity: 6
Expectation value of S²: 8.80
HOMO energy (spin up / spin down): -5.874 / -6.967 eV
Charge: 0
HOMO-LUMO gap (spin up / spin down): 6.57 / 7.28 eV
Calculated total energy: -3245.7965 a.u.

XYZ file:
```
85
Properties=species:S:1:pos:R:3:forces:R:3
O 0.00290 -0.76404 -4.11146 -0.13 0.45 -1.71
C 0.00789 0.27294 -5.15524 0.01 0.44 0.32
C -0.16156 -0.73288 -6.29183 0.03 0.08 0.49
H 0.95095 0.84977 -5.15373 -0.47 -0.21 0.13
H -0.86010 0.94930 -5.05960 0.46 -0.15 0.17
C -0.08959 -1.78864 -5.16583 -0.06 -0.21 -0.25
H 0.64908 -0.76048 -7.02341 -0.22 -0.05 0.05
H -1.14986 -0.66329 -6.76016 0.36 -0.13 -0.11
C 1.13703 -2.68553 -5.23394 -0.03 -0.22 0.10
H 2.08852 -2.14098 -5.27606 -0.32 0.11 0.01
H 1.06031 -3.29897 -6.14073 0.04 0.06 0.14
H 1.17462 -3.35911 -4.37169 0.01 0.09 -0.06
C -1.37630 -2.58253 -5.05107 -0.12 -0.21 0.05
H -2.24029 -1.91172 -4.98285 0.17 -0.09 0.04
H -1.38364 -3.25629 -4.18696 -0.02 0.11 -0.21
H -1.49315 -3.19960 -5.94765 -0.01 0.04 0.05
Fe -0.24207 -1.04667 -0.29609 -3.05 2.59 0.51
C -2.83987 -0.98193 0.80141 -0.10 0.58 -0.77
C -2.75958 0.42374 0.90099 -0.31 0.08 -0.53
C -2.20061 0.93764 -0.29373 -0.76 -0.72 0.16
H -3.15335 1.02788 1.72157 0.45 -0.24 -0.16
C -1.93983 -0.15336 -1.19400 -1.26 -0.07 0.28
C -2.36896 -1.36980 -0.49720 -0.70 0.99 -0.11
H -2.57227 -2.32814 -0.96762 0.19 0.25 0.15
H -3.22906 -1.66426 1.55505 0.14 0.18 -0.16
H -2.07319 1.99110 -0.53156 0.09 -0.33 0.16
H -1.75242 -0.06522 -2.26767 -0.01 -0.10 0.42
C 1.05996 -2.61244 0.30620 1.16 -1.02 -0.83
C -0.00403 -3.11352 -0.50422 1.05 -1.14 -0.46
C 0.06372 -2.45656 -1.76897 1.46 -1.07 -0.81
H -0.71533 -3.89213 -0.21524 0.27 0.49 -0.12
C 1.16770 -1.52702 -1.73290 0.78 -1.46 -0.40
C 1.77007 -1.61719 -0.44627 1.01 -1.81 -0.77
H 2.64745 -1.06008 -0.14833 -0.27 -0.06 0.16
H 1.32235 -2.97055 1.29138 -0.16 0.29 0.05
H -0.56003 -2.66130 -2.62684 0.02 0.29 0.41
H 1.55027 -0.95415 -2.57148 -0.38 -0.01 0.38
O 1.64137 2.76528 -3.54062 -1.31 0.23 0.05
C 0.75843 2.38160 -2.45052 0.66 0.01 0.42
C -0.65157 2.89013 -2.78091 0.40 -0.08 -0.38
H 1.12731 2.84880 -1.50648 -0.16 -0.22 -0.50
H 0.82866 1.28085 -2.32389 -0.11 0.65 -0.17
C -0.39067 4.07241 -3.73615 -0.01 -0.10 -0.01
H -1.19994 3.21471 -1.89778 0.12 -0.10 -0.05
H -1.22670 2.09974 -3.26827 0.00 0.14 0.07
C 1.08135 3.95282 -4.15460 0.59 0.00 0.34
H -0.53869 5.02268 -3.22312 -0.10 -0.02 -0.03
H -1.05406 4.05189 -4.60055 -0.03 0.00 0.05
H 1.63608 4.82973 -3.77379 -0.06 -0.28 -0.24
H 1.22164 3.90322 -5.24775 0.02 -0.16 0.45
N 0.18029 -0.26713 1.17392 0.58 2.11 4.86
P 0.29583 -0.08318 2.75533 -0.05 -0.23 -3.47
C -1.00744 -0.86314 3.70544 -0.53 -0.20 0.44
C -1.05182 -2.26313 3.86322 -0.18 0.42 0.37
C -1.98547 -2.81828 4.74515 -0.01 -0.01 -0.21
C -2.92541 -2.00455 5.39052 0.15 0.09 -0.08
C -2.94040 -0.62830 5.14555 -0.04 -0.14 -0.14
C -1.99393 -0.05711 4.29422 0.17 -0.36 0.22
C 1.86487 -0.67386 3.38222 0.44 -0.31 0.80
C 1.98489 -1.35368 4.60701 0.48 0.22 -0.24
C 3.25695 -1.56949 5.14974 -0.01 0.02 -0.17
C 4.39531 -1.12837 4.46678 -0.27 0.04 -0.09
C 4.27295 -0.50553 3.21726 -0.27 -0.10 -0.03
C 3.00950 -0.28588 2.66541 0.07 -0.07 0.42
C 0.28352 1.66695 3.15638 0.15 0.54 0.62
C -0.05999 2.58669 2.15895 -0.14 0.01 0.27
C -0.23910 3.93027 2.49442 0.22 -0.08 0.20
C 0.01852 4.36757 3.79892 -0.04 -0.25 -0.16
C 0.45585 3.46139 4.77227 -0.01 -0.11 -0.05
C 0.57726 2.10485 4.46138 -0.19 0.39 -0.36
H -0.34426 -2.89965 3.32175 -0.18 0.23 0.29
H -1.97776 -3.89618 4.93628 -0.06 0.40 -0.15
H -3.64987 -2.45017 6.08003 0.30 0.19 -0.27
H -3.68394 0.01357 5.61881 0.14 -0.23 -0.11
H -2.00759 1.01801 4.09967 0.05 -0.37 0.16
H 1.09478 -1.70933 5.13045 0.32 0.24 -0.09
H 3.34969 -2.07624 6.11340 0.03 0.16 -0.32
H 5.38112 -1.26694 4.90895 -0.22 -0.01 -0.12
H 5.15556 -0.18172 2.66385 -0.18 -0.12 0.23
H 2.89079 0.20764 1.69549 0.03 -0.12 0.41
H -0.20557 2.23225 1.13676 -0.10 -0.01 0.36
H -0.57990 4.62682 1.72784 0.16 -0.09 0.24
H -0.12201 5.41679 4.05672 0.06 -0.24 -0.05
H 0.69077 3.80928 5.78120 -0.10 -0.09 -0.33
H 0.89511 1.39198 5.22686 -0.12 0.19 -0.23
```
Forces are in eV/Å.



multiplicity of number 2 (C37H43FeNO2P)? 6



Which of these has the highest multiplicity? C37H43FeNO2P



Look up the multiplicity of the first one. 1



Number 1 is which compound? C37H43ClN8OP2SSi2Ta